1.
Molecular formula: C5H9NO
Method: DFT, ωB97M-V with the def2-TZVPD basis set

Last column: Mulliken charge in e.
Geometry (Å):
1 C -1.60334 -0.70631 -1.21368  -1.083
2 C -0.23668 -0.72647 -0.61105  0.878
3 C -0.08692 -1.26921 0.79678  -1.177
4 O 0.69343 -0.26895 -1.25300  -0.619
5 H -2.10829 -1.66509 -1.07752  0.362
6 H -1.49484 -0.46286 -2.27207  0.308
7 H -2.17745 0.08161 -0.71485  0.256
8 H -0.54764 -0.56920 1.50447  0.334
9 H 0.96322 -1.40477 1.06610  0.294
10 H -0.61747 -2.21999 0.89342  0.423
11 C 1.68807 1.43680 0.42816  -0.883
12 C 0.21458 1.72322 0.53958  0.439
13 N -0.92193 1.91180 0.69391  -0.469
14 H 2.14684 2.20382 -0.19071  0.321
15 H 2.07556 1.44126 1.43896  0.303
16 H 2.01286 0.49435 -0.02850  0.314

Its spin multiplicity is 1. The gap between HOMO and LUMO comes out at 10.6 eV. The SMILES is CC(C)=O.CC#N. The total energy is -8867.757 eV. Its total charge is 0. As for the LUMO energy: 0.882 eV. The calculation puts the relative energy (zero: lowest compared OMol25 entry of this formula, charge and spin) at 33.6 kcal/mol.



2.
Molecular formula: C5H9NO
Method: DFT, ωB97M-V with the def2-TZVPD basis set

Last column: Mulliken charge in e.
Geometry (Å):
1 C 1.34502 -1.15398 0.09719  -1.518
2 C 0.64355 0.16905 -0.03755  1.361
3 O 1.62704 1.18265 0.11153  -0.602
4 C -0.32010 0.50279 -1.21829  -0.763
5 N -1.34151 1.03209 -0.23941  -0.517
6 C -1.76539 -0.20031 0.42974  -0.335
7 C -0.52482 0.42353 0.88810  -0.505
8 H 0.61055 -1.96132 0.04156  0.330
9 H 1.85581 -1.20141 1.06661  0.357
10 H 2.08424 -1.27997 -0.69538  0.387
11 H 1.19345 2.01150 0.36316  0.367
12 H -0.76952 -0.29638 -1.82694  0.304
13 H 0.12231 1.24505 -1.88901  0.308
14 H -1.71398 -1.18205 -0.04587  0.147
15 H -2.65109 -0.00718 1.01900  0.268
16 H -0.39556 0.71594 1.93558  0.412

Its spin multiplicity is 1. The gap between HOMO and LUMO comes out at 10.4 eV. The SMILES is C[C@@]1(O)CN2C[C@H]21. The total energy is -8866.271 eV. Its total charge is 0. As for the LUMO energy: 1.035 eV. The calculation puts the relative energy (zero: lowest compared OMol25 entry of this formula, charge and spin) at 67.8 kcal/mol.



- relative energy (zero: lowest compared OMol25 entry of this formula, charge and spin) of number 1 (C5H9NO)?
  33.6 kcal/mol



- Which formula does entry 1 have?
  C5H9NO



- Among the records above, which one has the lowest gap between HOMO and LUMO?
  number 2



- The highest relative energy (zero: lowest compared OMol25 entry of this formula, charge and spin) belongs to which entry?
  number 2